Computed, not measured: a 2-piece molecular cluster, C3H11N3O overall in a non-equilibrium geometry, with ωB97M-V with the def2-TZVPD basis set.

Geometry as XYZ:
```
18
Properties=species:S:1:pos:R:3
C 0.6601 2.4339 -0.0078
N -0.0087 1.1435 -0.0479
N -1.3987 1.2943 0.1540
N 0.3253 0.4135 -1.4670
O -0.6039 -0.1839 -1.9170
H 1.7419 2.2855 -0.0531
H 0.4320 2.9725 0.9182
H 0.3585 3.0775 -0.8457
H -1.8929 1.3574 -0.7421
H -1.7487 0.4610 0.6199
C 0.9146 -1.5228 0.3513
C -0.3552 -2.3392 0.4451
H 1.5275 -1.6136 1.2547
H 1.5379 -1.8500 -0.4815
H 0.5922 -0.2881 0.4177
H -0.8957 -2.1171 1.3700
H -1.0249 -2.1082 -0.3925
H -0.1614 -3.4162 0.4237
```

For the HOMO energy, the calculation gives -8.847 eV. The calculation puts the HOMO-LUMO gap at 0.3137 Ha. Its lowest unoccupied orbital energy is -0.31 eV. For the relative energy (zero: lowest compared OMol25 entry of this formula, charge and spin), the calculation gives 129.9 kcal/mol.

Computed, not measured: C2H6O2S in the gas phase in a non-equilibrium geometry, with ωB97M-V with the def2-TZVPD basis set.

Geometry as XYZ:
```
11
Properties=species:S:1:pos:R:3
C 1.1788 1.9525 -0.2469
S 0.7603 0.3340 -0.0184
O 1.1205 -0.3690 -1.2207
O -0.6562 -0.6032 1.1260
C -1.3332 -1.3864 0.1501
H 0.8995 2.5097 0.7046
H 0.6643 2.3865 -1.1809
H 1.8284 -0.0014 0.9280
H -1.4577 -2.4626 0.4831
H -0.6853 -1.2948 -0.7522
H -2.3193 -1.0654 0.0274
```

For the HOMO energy (spin up / spin down), the calculation gives -9.265 / -9.268 eV. The calculation puts the HOMO-LUMO gap (spin up / spin down) at 0.3000 / 0.3002 Ha. Its lowest unoccupied orbital energy (spin up / spin down) is -1.10 / -1.10 eV. For the relative energy (zero: lowest compared OMol25 entry of this formula, charge and spin), the calculation gives 132.5 kcal/mol.

Computed, not measured: C43H66AsN2OP2SSbTl as an isolated structure in a non-equilibrium geometry, with ωB97M-V with the def2-TZVPD basis set.

Geometry as XYZ:
```
118
Properties=species:S:1:pos:R:3
Tl 0.0533 -0.0123 0.0218
C 0.0689 2.8462 -2.8041
C -0.6165 1.5571 -3.7102
C -1.8490 2.0241 -4.6256
P -0.9457 -0.0273 -2.3943
C -1.0411 -1.7320 -3.3943
C -1.8162 -1.7698 -4.7208
C -1.5966 -2.9907 -2.5331
C -2.6491 0.2650 -1.5230
C -3.7502 0.2843 -2.3719
C -5.0714 0.3797 -1.9463
C -6.2099 0.4390 -2.9357
C -5.3060 0.4466 -0.5826
C -4.2637 0.4306 0.3287
C -2.9035 0.3869 -0.0286
N -1.9337 0.3727 0.9754
C -2.1062 0.5416 2.3097
C -2.7921 1.5835 2.9462
C -2.8288 1.6443 4.3328
C -2.1995 0.6969 5.1367
C -2.2324 0.8234 6.6399
C -1.4687 -0.3340 4.5399
C -1.3856 -0.4571 3.1690
P -0.4201 -1.6809 2.2052
C -1.2160 -3.2974 2.5889
C -2.6391 -3.3223 2.0320
C -1.2082 -3.7293 4.0521
C 1.3835 -1.8719 3.0574
C 2.2597 -0.5205 2.8723
C 2.0120 -3.0929 2.4495
H 0.5219 3.8049 -3.4998
H -0.6611 3.2586 -2.1134
H 1.1327 2.4520 -2.1235
H 0.1310 1.2330 -4.3670
H -2.6424 2.4786 -4.0288
H -1.5491 2.7686 -5.3677
H -2.2729 1.1903 -5.1920
H -0.0157 -1.9289 -3.6453
H -2.8908 -1.6394 -4.5841
H -1.4573 -1.0129 -5.4258
H -1.6717 -2.7412 -5.2021
H -2.6589 -2.8933 -2.2722
H -1.4943 -3.9324 -3.0800
H -1.0726 -3.2516 -1.4994
H -3.5845 0.2164 -3.4430
H -5.9055 0.0560 -3.9119
H -7.0524 -0.1679 -2.5968
H -6.5556 1.4682 -3.0675
H -6.3223 0.5030 -0.2042
H -4.5241 0.4352 1.3805
H -3.2818 2.3390 2.3467
H -3.3678 2.4647 4.7960
H -3.1200 1.3662 6.9685
H -2.2599 -0.1602 7.1134
H -1.3483 1.3578 7.0029
H -0.9357 -1.0389 5.1725
H -0.6469 -4.0478 2.0298
H -3.2844 -2.6088 2.5496
H -2.6574 -3.0811 0.9665
H -3.0750 -4.3177 2.1534
H -1.8503 -3.0937 4.6644
H -1.5876 -4.7519 4.1410
H -0.2045 -3.7219 4.4827
H 1.3404 -2.0857 4.1319
H 2.3724 -0.0496 1.5118
H 1.7057 0.3854 3.5946
H 3.2673 -0.6430 3.2806
H 2.0928 -3.0478 1.4013
H 3.0145 -3.2508 2.8547
H 1.4246 -3.9845 2.6896
S -0.1724 -2.2978 -1.1874
C 1.7037 -2.1412 -0.3260
C 2.6542 -3.1866 -0.4676
C 3.9024 -3.0747 0.1212
C 4.2420 -1.9440 0.8705
C 3.3004 -0.9417 0.9698
N 2.0609 -1.0292 0.3819
H 2.3938 -4.0708 -1.0343
H 4.6215 -3.8795 0.0138
H 5.2081 -1.8479 1.3468
H 3.5548 0.0616 1.5486
O -0.5954 1.9343 0.0714
C 3.4942 1.6584 -3.0043
As 1.8840 1.1395 -1.9862
C 1.1263 -0.0487 -3.6275
C 1.2361 3.3868 -1.4186
C 1.1862 4.4044 -2.8501
C 1.9344 5.5374 -3.0972
C 1.8082 6.2766 -4.2823
C 0.8986 5.9613 -5.3633
C 0.0338 4.8727 -5.3536
C 0.0125 4.0305 -4.2715
H 3.2297 2.2358 -3.8944
H 4.0207 0.7541 -3.3110
H 4.1471 2.2579 -2.3687
H 1.3452 0.4223 -4.5872
H 0.0078 -0.1907 -3.6120
H 1.6132 -1.0344 -3.6132
H 1.9368 3.7835 -0.6686
H 0.2565 3.3549 -0.9588
H 2.6434 5.8651 -2.3484
H 2.4355 7.1511 -4.3987
H 0.8943 6.6087 -6.2304
H -0.6192 4.6821 -6.1970
H -0.6982 2.9521 -4.0891
C 3.3996 1.9542 3.7399
Sb 1.8779 1.3293 2.2872
C 1.5006 3.4147 1.6687
C 0.2871 1.3819 3.7310
H 3.0198 2.8047 4.3078
H 4.3168 2.2458 3.2242
H 3.6204 1.1299 4.4192
H 1.3838 4.0546 2.5560
H 0.5901 3.4331 1.0773
H 2.3456 3.7714 1.0794
H 0.3644 2.3152 4.2978
H 0.4047 0.5375 4.3921
H -0.7079 1.3013 3.2141
```

For the HOMO energy (spin up / spin down), the calculation gives -2.309 / -2.319 eV. The calculation puts the HOMO-LUMO gap (spin up / spin down) at 0.1688 / 0.1697 Ha. Its lowest unoccupied orbital energy (spin up / spin down) is 2.29 / 2.30 eV. The total charge is -1. For the relative energy (zero: lowest compared OMol25 entry of this formula, charge and spin), the calculation gives 745.3 kcal/mol.

Computed, not measured: C31H43Cl2EuF2N2P as an isolated structure in a non-equilibrium geometry, with ωB97M-V with the def2-TZVPD basis set.

Geometry as XYZ:
```
82
Properties=species:S:1:pos:R:3
Eu 0.2392 0.3969 -0.3207
C 1.7478 -3.1669 4.1138
C 0.3561 -2.5719 3.8505
C -0.1678 -2.9609 2.4631
C 0.2946 -1.0892 4.1887
C 0.0638 -0.7929 5.5301
C -0.0976 0.5041 5.9722
C -0.0985 1.5381 5.0554
C 0.1246 1.2899 3.7098
C 0.1062 2.4391 2.7288
C -1.0644 3.3925 2.9959
C 1.4356 3.1987 2.7512
C 0.3850 -0.0220 3.2793
N 0.7817 -0.2521 1.9306
C 1.9684 -0.8049 1.8157
C 2.4945 -1.3038 0.6149
C 3.7242 -1.9631 0.4258
C 3.7689 -2.3454 -0.8993
C 2.5771 -1.9031 -1.4897
N 1.7887 -1.2822 -0.5887
C 2.1587 -2.0399 -2.9325
C 3.2932 -2.5950 -3.7953
C 0.9543 -2.9900 -3.0122
C 1.7874 -0.6426 -3.4513
H 1.6833 -4.2516 4.1711
H 2.1387 -2.7946 5.0596
H 2.4471 -2.9174 3.3191
H -0.3252 -3.0376 4.5745
H 0.5853 -2.8536 1.6844
H -1.0389 -2.3581 2.2028
H -0.4756 -4.0042 2.4781
H 0.0197 -1.6068 6.2409
H -0.2455 0.7074 7.0213
H -0.2517 2.5519 5.3917
H -0.0055 2.0181 1.7098
H -0.8376 4.0676 3.8148
H -1.9621 2.8397 3.2664
H -1.2618 4.0051 2.1199
H 1.6543 3.5503 3.7574
H 1.3835 4.0543 2.0814
H 2.2498 2.5547 2.4211
H 2.5830 -0.9239 2.7080
H 4.4742 -2.1282 1.1738
H 4.5557 -2.8885 -1.3848
H 3.5386 -3.6099 -3.4974
H 4.1821 -1.9753 -3.7089
H 2.9838 -2.6150 -4.8378
H 1.2512 -3.9878 -2.6977
H 0.5900 -3.0525 -4.0353
H 0.1513 -2.6507 -2.3497
H 2.6380 0.0308 -3.3454
H 0.9460 -0.2324 -2.8745
H 1.5122 -0.6856 -4.5033
Cl -2.3381 0.0261 1.2160
C -3.0738 1.5726 0.7521
Cl -1.8944 2.4317 -0.2472
H -3.2767 2.1551 1.6509
H -3.9705 1.3920 0.1608
C -1.7294 -1.0900 -4.0031
P -1.9342 -0.2323 -2.3789
C -3.4913 -1.0765 -1.8569
C -2.5031 1.3699 -3.0696
C -3.8038 1.8473 -2.9853
C -4.1208 3.0853 -3.5173
C -3.1467 3.8539 -4.1296
C -1.8504 3.3750 -4.2350
C -1.5310 2.1394 -3.7067
H -0.8074 -0.7905 -4.4968
H -2.5657 -0.8271 -4.6524
H -1.7224 -2.1665 -3.8466
H -4.1744 -1.1603 -2.7025
H -3.9843 -0.5725 -1.0291
H -3.2199 -2.0791 -1.5247
H -4.5810 1.2595 -2.5219
H -5.1365 3.4456 -3.4586
H -3.3997 4.8269 -4.5191
H -1.0872 3.9657 -4.7177
H -0.5191 1.7644 -3.7855
F 0.7969 1.9522 -1.7848
C 1.2229 2.6543 -0.5276
F 2.1418 1.6220 -0.0497
H 1.9141 3.4168 -0.9306
```

The expectation value of S² is 12.02. For the HOMO energy (spin up / spin down), the calculation gives -10.340 / -10.348 eV. As for the spin multiplicity: 7. The calculation puts the HOMO-LUMO gap (spin up / spin down) at 0.2241 / 0.2846 Ha. Its lowest unoccupied orbital energy (spin up / spin down) is -4.24 / -2.60 eV. The total charge is +1.

Computed, not measured: a 2-piece molecular cluster, C2H7N3 overall in a non-equilibrium geometry, with ωB97M-V with the def2-TZVPD basis set.

Geometry as XYZ:
```
12
Properties=species:S:1:pos:R:3
H -2.8292 2.7272 1.0995
N -2.6803 1.8894 0.5097
C -1.3986 1.5804 0.5744
N -0.8557 0.3965 0.1607
H -0.5968 2.2742 0.9406
H -1.6077 -0.1807 -0.1597
H 0.0940 0.0905 0.2034
C 1.8010 -2.0776 -0.4940
N 1.8324 -0.7917 -0.6825
H 0.9387 -2.5916 -0.0630
H 2.6024 -2.7432 -0.8701
H 2.6999 -0.5735 -1.2190
```

For the HOMO energy, the calculation gives -8.613 eV. The calculation puts the HOMO-LUMO gap at 0.3457 Ha. Its lowest unoccupied orbital energy is 0.79 eV. For the relative energy (zero: lowest compared OMol25 entry of this formula, charge and spin), the calculation gives 32.5 kcal/mol.

Computed, not measured: C14H13BF3N7O2RuS2 as an isolated structure in a non-equilibrium geometry, with ωB97M-V with the def2-TZVPD basis set.

Geometry as XYZ:
```
43
Properties=species:S:1:pos:R:3
Ru 0.0958 -0.0865 0.9930
C -0.2176 -4.1809 -0.8092
C 0.6114 -3.3379 -0.0627
N 0.4222 -2.0795 -0.4249
N -0.5014 -2.0732 -1.3905
C -0.9118 -3.3290 -1.6401
B -0.9076 -0.7726 -2.0918
N -1.9547 -0.0086 -1.2529
C -3.1685 0.4182 -1.6456
C -3.7247 1.1404 -0.6129
C -2.7595 1.1107 0.3975
N -1.7108 0.4132 -0.0113
N 0.3412 0.1087 -2.1724
C 0.9331 0.6020 -3.2722
C 2.0038 1.3711 -2.8734
C 1.9904 1.2886 -1.4752
N 0.9914 0.5232 -1.0833
H -0.3102 -5.2480 -0.7480
H 1.3391 -3.5904 0.6854
H -1.6505 -3.5233 -2.3932
H -1.3403 -0.9980 -3.1856
H -3.5480 0.2004 -2.6263
H -4.6907 1.6049 -0.5970
H -2.7758 1.5743 1.3683
H 0.5571 0.3632 -4.2505
H 2.6892 1.9140 -3.4930
H 2.6295 1.7545 -0.7504
S 4.2430 -3.0294 1.0848
C 3.3997 -1.6895 1.4114
N 2.3934 -1.2123 1.9168
F 1.7611 5.1239 3.0788
C 0.8509 4.2615 2.5673
F 0.1900 3.7586 3.6230
F -0.0524 5.0638 1.9302
C 1.4578 3.1442 1.5502
O 2.6009 3.3592 1.1900
O 0.6151 2.2970 1.2599
C -1.0883 -1.3878 2.2213
H -1.5931 -0.8443 3.0295
H -0.5250 -2.2061 2.6841
H -1.8680 -1.8413 1.5903
S 1.5990 0.3749 3.8988
C 1.5846 -0.3336 2.3811
```

For the HOMO energy (spin up / spin down), the calculation gives -0.804 / -0.819 eV. The calculation puts the HOMO-LUMO gap (spin up / spin down) at 0.1992 / 0.1997 Ha. Its lowest unoccupied orbital energy (spin up / spin down) is 4.62 / 4.62 eV. The total charge is -2.

Computed, not measured: a 2-piece molecular cluster, C2H10NO overall in a non-equilibrium geometry, with ωB97M-V with the def2-TZVPD basis set.

Geometry as XYZ:
```
14
Properties=species:S:1:pos:R:3
C 0.6186 1.9290 1.0797
O 1.1006 0.9076 0.1728
H 2.0586 0.8621 0.2120
H -0.2373 1.3884 1.4889
H 1.2913 2.2557 1.9112
H 0.2631 2.8779 0.5307
C -0.7780 -1.2831 -1.3634
N -0.4347 -1.2154 0.1183
H -1.3282 -1.4052 0.5364
H 0.0646 -2.0863 0.3739
H 0.2373 -0.4654 0.3542
H -1.8024 -0.7156 -1.5432
H -1.1173 -2.2602 -1.8704
H 0.0639 -0.7895 -2.0011
```

For the HOMO energy, the calculation gives -15.356 eV. The calculation puts the HOMO-LUMO gap at 0.4361 Ha. Its lowest unoccupied orbital energy is -3.49 eV. The total charge is +1. For the relative energy (zero: lowest compared OMol25 entry of this formula, charge and spin), the calculation gives 39.7 kcal/mol.

Computed, not measured: C15H35N3O5Pt as an isolated structure in a non-equilibrium geometry, with ωB97M-V with the def2-TZVPD basis set.

Geometry as XYZ:
```
59
Properties=species:S:1:pos:R:3
Pt -0.0084 0.5342 -0.2701
C -0.0016 4.1009 2.4225
C 0.1886 2.6164 2.3131
C -0.4310 1.9442 3.5656
O -0.4096 2.0674 1.1697
H -0.9339 4.6203 2.2009
H 0.8276 4.6042 1.9254
H 0.1191 4.3780 3.4698
H 1.2289 2.3344 2.4755
H -1.5120 1.9437 3.4253
H -0.2237 2.3421 4.5590
H -0.3764 0.8557 3.5529
C 1.5353 -0.2126 -4.4909
C 2.0804 0.1559 -3.1231
C 3.3014 1.0590 -3.1445
O 1.0143 0.6205 -2.2995
H 0.7606 -0.9742 -4.5801
H 2.2685 -0.3186 -5.2904
H 1.0621 0.7115 -4.8230
H 2.4632 -0.8458 -2.9275
H 4.3333 0.7676 -3.3406
H 3.3425 1.5044 -2.1505
H 3.2015 1.8409 -3.8973
C -0.7791 -2.5570 0.4730
O -0.7138 -1.5584 -0.3142
N -1.2524 -2.5889 1.7870
C -1.3325 -3.8852 2.4055
C -2.1048 -1.4798 2.4184
H -0.2696 -3.5223 0.3289
H -2.1745 -4.5368 2.1720
H -1.2489 -3.7545 3.4844
H -0.3788 -4.3941 2.2656
H -3.1834 -1.6248 2.4779
H -1.7369 -1.1965 3.4045
H -2.0431 -0.6573 1.7057
C -3.0221 1.6710 -1.1231
O -2.0277 0.9744 -1.0229
N -4.1719 1.3052 -1.7814
C -5.3908 2.1382 -1.7029
C -4.2487 -0.0363 -2.3655
H -3.0916 2.6651 -0.6550
H -5.9717 1.7238 -2.5268
H -5.2766 3.1570 -2.0731
H -6.0443 1.9036 -0.8627
H -5.1212 -0.6397 -2.1149
H -4.5995 0.0995 -3.3885
H -3.3477 -0.6323 -2.5106
C 2.9749 -0.2782 0.8947
O 1.7982 -0.1941 0.4610
N 3.7073 -1.4403 0.8724
C 5.1855 -1.5223 0.9319
C 3.1552 -2.7541 0.4209
H 3.5028 0.5742 1.3497
H 5.5203 -2.4366 1.4218
H 5.4900 -0.7792 1.6689
H 5.6582 -1.2389 -0.0085
H 3.6551 -3.2672 -0.4006
H 2.8203 -3.3091 1.2972
H 2.2329 -2.5782 -0.1327
```

The expectation value of S² is 3.76. For the HOMO energy (spin up / spin down), the calculation gives 0.330 / -3.727 eV. As for the spin multiplicity: 4. The calculation puts the HOMO-LUMO gap (spin up / spin down) at 0.0824 / 0.2305 Ha. Its lowest unoccupied orbital energy (spin up / spin down) is 2.57 / 2.55 eV. The total charge is -1.

Number 1: DFT total energy -360.23032 Ha. Number 2: DFT total energy -628.25815 Ha. Number 3: DFT total energy -5590.28153 Ha. Number 4: DFT total energy -3488.13879 Ha. Number 5: DFT total energy -244.62355 Ha. Number 6: DFT total energy -2290.83956 Ha. Number 7: DFT total energy -211.89518 Ha. Number 8: DFT total energy -1252.00098 Ha.